{"formula": "C33H50BN7O2PbS3", "method": "the ωB97M-V functional and the def2-TZVPD basis", "lumo_ha": -0.008, "e_tot_ev": -87988.006, "homo_lumo_gap_ev": 6.145, "charge": 0, "e_above_lowest_ev": 1.994, "symbols": ["Pb", "C", "C", "C", "C", "N", "N", "B", "N", "N", "C", "C", "C", "C", "C", "S", "C", "C", "C", "C", "N", "N", "C", "C", "C", "C", "C", "S", "C", "C", "C", "C", "C", "S", "C", "C", "C", "C", "H", "H", "H", "H", "H", "H", "H", "H", "H", "H", "H", "H", "H", "H", "H", "H", "H", "H", "H", "H", "H", "H", "H", "H", "H", "H", "H", "H", "H", "H", "H", "H", "H", "H", "H", "H", "H", "H", "H", "O", "C", "C", "C", "C", "C", "C", "N", "H", "H", "H", "H", "H", "H", "H", "H", "H", "H", "H", "O"], "xyz": [[1.857, 2.133, -0.292], [-2.747, 4.499, -1.982], [-2.592, 3.285, -1.122], [-3.638, 2.740, -0.475], [-3.441, 1.588, 0.348], [-2.283, 1.048, 0.479], [-1.194, 1.575, -0.168], [0.045, 0.728, 0.170], [0.213, -0.515, -0.777], [-0.981, -1.129, -0.929], [-1.099, -2.167, -1.700], [0.021, -2.699, -2.376], [1.228, -2.095, -2.245], [2.438, -2.604, -2.961], [1.330, -0.929, -1.413], [2.876, -0.138, -1.332], [-2.505, -2.742, -1.829], [-2.991, -3.184, -0.449], [-3.425, -1.634, -2.356], [-2.555, -3.937, -2.780], [0.241, 0.374, 1.686], [-0.390, -0.797, 1.957], [-0.343, -1.315, 3.145], [0.331, -0.653, 4.200], [0.973, 0.512, 3.955], [1.720, 1.230, 5.033], [0.958, 1.054, 2.619], [1.895, 2.483, 2.337], [-1.024, -2.669, 3.328], [-0.367, -3.664, 2.361], [-0.888, -3.199, 4.756], [-2.511, -2.539, 3.000], [-1.275, 2.678, -0.987], [0.021, 3.422, -1.788], [-4.632, 0.998, 1.087], [-5.217, 2.060, 2.030], [-5.704, 0.569, 0.076], [-4.211, -0.214, 1.908], [-3.787, 4.828, -1.978], [-2.442, 4.288, -3.006], [-2.114, 5.308, -1.620], [-4.625, 3.174, -0.572], [-0.077, -3.568, -3.011], [2.184, -3.486, -3.549], [3.226, -2.863, -2.253], [2.842, -1.837, -3.623], [-2.978, -2.339, 0.234], [-2.352, -3.969, -0.036], [-4.010, -3.571, -0.515], [-3.414, -0.782, -1.675], [-4.449, -2.005, -2.442], [-3.102, -1.287, -3.340], [-1.929, -4.761, -2.430], [-2.240, -3.669, -3.791], [-3.581, -4.303, -2.839], [0.356, -1.079, 5.191], [1.636, 0.685, 5.974], [1.329, 2.238, 5.169], [2.773, 1.329, 4.768], [0.697, -3.777, 2.579], [-0.469, -3.315, 1.332], [-0.842, -4.644, 2.448], [0.156, -3.344, 5.043], [-1.387, -4.166, 4.824], [-1.356, -2.532, 5.483], [-2.645, -2.192, 1.981], [-2.999, -1.827, 3.669], [-3.005, -3.507, 3.110], [-5.566, 2.942, 1.490], [-4.470, 2.384, 2.757], [-6.068, 1.644, 2.572], [-6.067, 1.408, -0.519], [-6.558, 0.141, 0.605], [-5.313, -0.185, -0.610], [-3.450, 0.056, 2.643], [-3.795, -0.988, 1.266], [-5.076, -0.624, 2.434], [4.380, 2.105, -0.115], [5.260, 2.337, -0.932], [4.956, 2.835, -2.322], [5.444, 1.901, -3.437], [6.924, 2.047, -3.782], [7.879, 1.657, -2.658], [7.721, 2.507, -1.402], [6.561, 2.162, -0.594], [5.385, 3.835, -2.439], [3.877, 2.965, -2.357], [4.861, 2.119, -4.334], [5.225, 0.863, -3.167], [7.123, 3.084, -4.074], [7.145, 1.433, -4.659], [8.905, 1.770, -3.018], [7.745, 0.604, -2.396], [7.681, 3.567, -1.674], [8.588, 2.372, -0.755], [6.702, 1.853, 0.354], [2.468, 4.029, -0.513]], "lowdin_charge": [0.90, -0.09, -0.26, 0.04, -0.23, 0.17, 0.01, -0.68, 0.02, 0.18, -0.20, 0.06, -0.25, -0.08, -0.56, 0.71, -0.53, -0.04, -0.04, -0.06, 0.02, 0.18, -0.20, 0.06, -0.25, -0.09, -0.58, 0.72, -0.53, -0.04, -0.06, -0.05, -0.59, 0.74, -0.54, -0.04, -0.03, -0.07, 0.08, 0.08, 0.08, 0.12, 0.11, 0.08, 0.08, 0.08, 0.04, 0.09, 0.10, 0.06, 0.09, 0.09, 0.09, 0.09, 0.09, 0.11, 0.08, 0.08, 0.08, 0.09, 0.06, 0.09, 0.09, 0.09, 0.09, 0.02, 0.09, 0.10, 0.08, 0.09, 0.09, 0.08, 0.09, 0.07, 0.08, 0.04, 0.10, -0.13, -0.48, -0.10, -0.19, -0.22, -0.19, -0.18, 0.08, 0.13, 0.08, 0.11, 0.10, 0.11, 0.11, 0.11, 0.12, 0.12, 0.12, 0.15, -0.76]}

***

{"formula": "C33H50BrF15O14S", "method": "the ωB97M-V functional and the def2-TZVPD basis", "lumo_ha": 0.013, "e_tot_ev": -185330.673, "homo_lumo_gap_ev": 10.326, "charge": 0, "symbols": ["C", "C", "C", "C", "C", "C", "O", "C", "C", "C", "C", "C", "C", "Br", "C", "O", "S", "O", "O", "H", "H", "H", "H", "H", "H", "H", "H", "H", "H", "H", "H", "H", "H", "H", "H", "H", "H", "H", "H", "H", "H", "H", "H", "H", "C", "C", "O", "C", "O", "C", "F", "F", "F", "H", "H", "H", "H", "H", "C", "C", "O", "C", "O", "C", "F", "F", "F", "H", "H", "H", "H", "H", "C", "C", "O", "C", "O", "C", "F", "F", "F", "H", "H", "H", "H", "H", "C", "C", "O", "C", "O", "C", "F", "F", "F", "H", "H", "H", "H", "H", "C", "C", "O", "C", "O", "C", "F", "F", "F", "H", "H", "H", "H", "H"], "xyz": [[-0.013, -3.250, -0.793], [0.202, -1.600, -0.952], [1.311, -1.135, 0.208], [0.709, -1.198, -2.458], [0.130, -2.286, -3.584], [0.164, 0.289, -2.975], [-1.290, 0.299, -2.755], [-1.856, 1.656, -2.775], [-3.489, 1.474, -2.508], [-4.091, 2.486, -1.368], [-5.728, 2.476, -1.515], [-6.386, 1.008, -1.828], [-6.146, -0.128, -0.671], [-7.744, -1.340, -0.404], [-3.720, 2.093, 0.180], [-2.466, 2.668, 0.689], [-1.233, 1.921, -0.219], [0.100, 2.445, 0.398], [-1.284, 2.586, -1.788], [-0.299, -3.414, 0.353], [0.991, -3.768, -1.098], [-0.955, -3.639, -1.399], [-0.812, -1.121, -0.619], [0.982, -1.699, 1.197], [1.174, 0.026, 0.359], [2.372, -1.446, -0.179], [1.902, -1.218, -2.419], [0.702, -3.317, -3.535], [0.194, -1.884, -4.684], [-1.032, -2.428, -3.352], [0.463, 0.436, -4.121], [0.768, 1.078, -2.358], [-1.768, 2.102, -3.874], [-4.121, 1.521, -3.516], [-3.647, 0.366, -2.104], [-3.707, 3.588, -1.580], [-6.207, 3.042, -0.597], [-5.973, 3.158, -2.464], [-7.566, 1.179, -1.884], [-6.093, 0.547, -2.874], [-5.238, -0.831, -0.989], [-5.875, 0.298, 0.393], [-4.658, 2.425, 0.839], [-3.672, 0.904, 0.223], [2.596, 3.205, -2.281], [3.585, 4.183, -2.890], [4.860, 3.557, -3.096], [4.958, 2.739, -4.191], [4.034, 2.526, -4.973], [6.371, 2.172, -4.319], [6.848, 1.674, -3.142], [7.269, 3.117, -4.721], [6.459, 1.156, -5.223], [3.001, 2.776, -1.358], [1.648, 3.702, -2.057], [2.395, 2.369, -2.957], [3.747, 5.016, -2.197], [3.208, 4.612, -3.827], [-3.505, -3.553, 5.915], [-3.781, -4.294, 4.619], [-3.771, -3.390, 3.503], [-2.535, -3.009, 3.050], [-1.476, -3.393, 3.541], [-2.664, -2.086, 1.839], [-3.576, -1.090, 2.030], [-3.064, -2.758, 0.722], [-1.494, -1.468, 1.512], [-4.213, -2.728, 6.044], [-3.585, -4.228, 6.772], [-2.504, -3.113, 5.916], [-4.781, -4.738, 4.660], [-3.070, -5.113, 4.460], [8.281, 2.053, -0.675], [8.966, 2.714, 0.508], [8.430, 2.224, 1.747], [8.873, 0.991, 2.148], [9.680, 0.314, 1.514], [8.262, 0.607, 3.494], [6.915, 0.813, 3.539], [8.790, 1.330, 4.523], [8.455, -0.704, 3.813], [7.196, 2.185, -0.613], [8.638, 2.480, -1.616], [8.468, 0.976, -0.692], [8.775, 3.793, 0.483], [10.053, 2.578, 0.477], [-0.811, 3.086, -8.919], [0.523, 3.792, -9.082], [0.697, 4.794, -8.068], [1.063, 4.338, -6.829], [1.240, 3.152, -6.560], [1.256, 5.502, -5.859], [0.227, 6.397, -5.899], [2.387, 6.213, -6.129], [1.359, 5.103, -4.560], [-1.631, 3.812, -8.910], [-0.975, 2.375, -9.733], [-0.860, 2.541, -7.972], [0.545, 4.309, -10.048], [1.361, 3.085, -9.076], [-3.850, -6.203, 12.536], [-2.669, -5.768, 11.686], [-2.744, -6.347, 10.375], [-3.619, -5.753, 9.504], [-4.318, -4.783, 9.790], [-3.571, -6.435, 8.138], [-3.628, -7.795, 8.225], [-2.423, -6.147, 7.461], [-4.597, -6.066, 7.320], [-3.917, -7.296, 12.569], [-3.755, -5.822, 13.556], [-4.795, -5.841, 12.119], [-1.741, -6.129, 12.142], [-2.594, -4.676, 11.624]], "lowdin_charge": [-0.11, -0.35, -0.09, -0.25, -0.11, -0.16, -0.17, -0.32, -0.08, -0.27, -0.18, -0.27, -0.60, 0.52, -0.23, -0.33, 1.05, -0.43, -0.31, 0.07, 0.09, 0.08, 0.10, 0.08, 0.07, 0.08, 0.15, 0.08, 0.08, 0.09, 0.15, 0.11, 0.18, 0.14, 0.12, 0.16, 0.12, 0.13, 0.11, 0.12, 0.07, 0.07, 0.15, 0.11, -0.06, -0.20, 0.01, -0.32, 0.14, -0.46, 0.13, 0.14, 0.14, 0.09, 0.08, 0.06, 0.13, 0.10, -0.05, -0.20, 0.01, -0.32, 0.14, -0.46, 0.13, 0.14, 0.12, 0.09, 0.04, 0.08, 0.13, 0.13, -0.07, -0.20, 0.01, -0.32, 0.14, -0.47, 0.14, 0.14, 0.14, 0.08, 0.08, 0.08, 0.13, 0.13, -0.07, -0.21, 0.01, -0.32, 0.14, -0.46, 0.14, 0.15, 0.13, 0.08, 0.08, 0.07, 0.13, 0.13, -0.06, -0.21, 0.01, -0.32, 0.14, -0.47, 0.15, 0.14, 0.13, 0.08, 0.08, 0.08, 0.13, 0.13]}